# 1
{"formula": "C5H9NO", "method": "ωB97M-V/def2-TZVPD", "symbols": ["O", "C", "C", "C", "N", "C", "C", "H", "H", "H", "H", "H", "H", "H", "H", "H"], "xyz": [[-0.41208, -1.91663, 0.48621], [0.01541, -0.60943, 0.32759], [-0.46268, 0.40395, 1.23374], [-0.49931, 0.39697, -0.66538], [0.75748, 0.42916, -1.43525], [1.80471, 1.02102, -0.61700], [1.37463, -0.37866, -0.35309], [-0.68028, -2.20617, -0.39652], [-1.34512, 0.05927, 1.80267], [0.06460, 1.20436, 1.72495], [-1.28336, 1.07831, -0.93825], [1.49779, 1.83712, 0.02051], [2.76002, 1.13390, -1.13310], [2.02429, -1.21948, -0.55199], [-3.01396, -0.49244, 0.52544], [-2.60214, -0.74125, -0.03053]], "atomic_forces_ev_per_a": [[0.009, -0.217, -0.082], [0.132, 0.177, 0.060], [0.191, 0.106, -0.272], [-0.217, 0.256, 0.693], [-0.120, 0.356, 0.156], [0.115, 0.065, 0.293], [0.183, -0.235, 0.030], [0.074, -0.200, 0.180], [0.030, 0.721, -1.035], [0.692, -0.309, -0.073], [-0.702, -0.650, -0.006], [0.166, 0.021, 0.179], [-0.227, -0.004, 0.180], [0.048, -0.042, -0.187], [-0.284, 0.042, 0.081], [-0.090, -0.088, -0.197]], "mulliken_charge": [-0.5287, 0.5778, -0.7598, -0.3557, -0.4380, -0.2303, -0.3194, 0.4117, 0.2650, 0.2152, 0.4077, 0.1866, 0.2315, 0.3279, 0.1228, -0.1145], "charge": 0, "multiplicity": 1, "lumo_ev": 1.00, "energy_ev": -8862.2068, "smiles": "O[C@]12C[C@H]1N1C[C@H]12.[H][H]", "de_lowest_ev": 7.006}

---

# 2
{"formula": "C5H9NO", "method": "ωB97M-V/def2-TZVPD", "symbols": ["C", "C", "O", "C", "C", "N", "C", "H", "H", "H", "H", "H", "H", "H", "H", "H"], "xyz": [[-1.39163, 1.20664, 1.29550], [-1.50282, -0.16841, 0.67988], [-2.50658, -0.84538, 0.77217], [-0.31942, -0.69774, -0.07762], [1.03517, -0.75200, 0.55040], [0.73307, 0.22368, -0.46533], [1.32743, -0.00259, -1.77214], [-2.16142, 1.32266, 2.06060], [-0.39927, 1.39831, 1.71243], [-1.55058, 1.95528, 0.51127], [-0.56873, -1.51737, -0.75276], [1.65528, -1.60753, 0.27992], [1.19081, -0.37084, 1.55782], [2.30977, 0.47840, -1.80386], [0.69368, 0.44983, -2.54065], [1.45524, -1.07294, -2.00763]], "atomic_forces_ev_per_a": [[-0.041, 0.024, 0.058], [-0.191, -0.128, 0.019], [0.383, 0.269, -0.030], [-0.198, -0.153, -0.061], [0.163, -0.088, 0.204], [0.019, 0.075, -0.006], [0.050, -0.023, -0.157], [0.095, -0.034, -0.117], [-0.122, -0.059, -0.078], [0.038, -0.114, 0.066], [0.043, 0.124, 0.087], [-0.101, 0.145, 0.014], [-0.045, -0.055, -0.159], [-0.140, -0.071, -0.002], [0.096, -0.055, 0.105], [-0.048, 0.144, 0.057]], "mulliken_charge": [-1.0546, 0.2466, -0.5694, 0.0847, -0.3752, -0.2156, -0.8448, 0.3466, 0.3430, 0.2643, 0.3966, 0.2745, 0.2048, 0.2847, 0.2918, 0.3219], "charge": 0, "multiplicity": 1, "lumo_ev": 0.94, "energy_ev": -8867.2702, "smiles": "CC(=O)[C@@H]1CN1C", "de_lowest_ev": 1.942}

---

Computed values of Kohn-Sham gap (unit: Eh) for the preceding records, in sequence: 0.34028 0.37969.